ORCA calculation (ωB97M-V/def2-TZVPD) on a structure of composition C41H64CrN3O2P2S.

The calculation puts the molar mass at 776.99 g/mol. Its spin multiplicity is 5. As for the total charge: +1. The energy above the lowest of the compared OMol25 structures with the same formula, charge and spin is 0.0 kJ/mol. The calculation puts the largest force on an atom at 0.98 eV/A. Its expectation value of S² is 6.065. For the HOMO energy (alpha / beta), the calculation gives -0.337 / -0.364 Ha. The calculation puts the total energy at -4040.79790 a.u.

Geometry as XYZ:
```
114
Properties=species:S:1:pos:R:3:forces:R:3:lowdin_spin:R:1
Cr 0.366681 1.184252 -0.197840 -0.8924 -0.2999 0.2776 2.883
C -3.717625 -4.146458 -2.101202 -0.0346 0.0234 0.0110 0.000
C -2.927018 -3.624637 -3.308956 0.0121 0.0314 -0.0125 0.001
C -3.889991 -3.486307 -4.488845 -0.0197 -0.0046 -0.0172 0.001
C -1.841998 -4.646575 -3.681759 0.0135 -0.0022 0.0094 0.001
C -2.248031 -2.298105 -2.959059 0.0036 -0.0133 -0.0717 0.032
C -1.467195 -2.209216 -1.832523 0.0625 0.0944 0.0137 0.057
C -0.809733 -1.003991 -1.524237 0.1439 -0.0994 0.2853 0.049
N -0.048049 -0.741608 -0.432335 0.0137 -0.1993 -0.0379 0.273
C 0.463736 -1.534354 0.574877 -0.1394 0.0175 -0.2439 0.015
C 0.580057 -2.931143 0.546769 -0.0359 0.1272 0.0164 0.047
C 1.144757 -3.597263 1.611979 0.0689 -0.0173 0.0627 0.008
C 1.599051 -2.826199 2.687881 0.0302 -0.0648 0.0557 0.085
C 1.558926 -1.435536 2.749928 0.0883 -0.0759 0.1302 -0.003
C 0.982639 -0.773160 1.659971 -0.0123 0.3320 -0.0398 0.072
O 0.907534 0.573634 1.563347 0.2317 -0.4445 -0.0561 0.095
C 2.190085 -0.773791 3.990061 -0.0449 -0.0203 -0.0661 -0.003
C 3.684132 -1.130810 4.028295 0.0235 -0.0071 -0.0159 -0.001
C 2.087459 0.754797 4.043932 0.0088 0.0070 0.0247 0.000
C 1.501649 -1.317342 5.252088 0.0056 0.0007 0.0285 -0.001
C 1.312575 -5.116454 1.639748 0.0036 0.0347 0.0247 -0.001
C 0.594580 -5.685975 2.870760 -0.0313 -0.0120 0.0185 0.001
C 2.806211 -5.462830 1.715071 0.0268 0.0121 -0.0020 0.000
C 0.725926 -5.778194 0.392667 -0.0152 -0.0078 -0.0219 0.000
C -0.963551 0.155510 -2.365856 0.3227 0.4536 0.1980 0.111
O -0.302552 1.259470 -2.007373 -0.1411 -0.3962 -0.0680 0.133
C -1.782624 0.082127 -3.495504 -0.1692 -0.0845 -0.2145 0.001
C -2.375395 -1.149197 -3.759868 -0.0427 0.0356 -0.0521 0.119
C -2.097624 1.247732 -4.446487 0.0151 -0.0407 0.0285 -0.004
C -1.472962 2.586992 -4.041153 -0.0023 0.0501 -0.0252 0.000
C -1.589417 0.896571 -5.852363 0.0000 -0.0028 -0.0130 -0.001
C -3.621460 1.453915 -4.488453 0.0051 -0.0083 0.0102 -0.001
H -4.235863 -5.069503 -2.368112 0.0133 0.0062 0.0035 0.000
H -4.463394 -3.417381 -1.777656 0.0084 -0.0166 -0.0095 0.000
H -3.071038 -4.368992 -1.250600 -0.0094 0.0141 -0.0189 0.000
H -4.377746 -4.445544 -4.668297 0.0042 0.0144 -0.0066 0.000
H -3.372190 -3.206877 -5.409183 -0.0075 -0.0014 0.0234 0.000
H -4.670738 -2.748015 -4.290752 0.0157 -0.0202 0.0002 0.000
H -2.297957 -5.596814 -3.969175 0.0043 0.0196 0.0183 0.000
H -1.171114 -4.834603 -2.839878 -0.0085 0.0092 -0.0244 0.000
H -1.241617 -4.288468 -4.520856 -0.0096 -0.0085 0.0095 0.000
H -1.394196 -3.048442 -1.162189 0.0095 -0.0126 0.0554 0.003
H 0.269515 -3.471806 -0.329180 -0.0338 -0.0149 -0.0479 0.003
H 2.040040 -3.351711 3.526510 0.0045 0.0185 -0.0315 0.004
H 4.200612 -0.729793 3.152033 -0.0072 -0.0035 0.0190 0.000
H 3.846533 -2.209163 4.045503 -0.0096 0.0237 0.0023 0.000
H 4.149523 -0.707016 4.921097 -0.0075 -0.0049 -0.0144 0.000
H 2.513618 1.232243 3.162821 0.0085 -0.0122 0.0383 0.000
H 2.632618 1.101198 4.924639 -0.0226 -0.0006 0.0127 0.000
H 1.050792 1.080596 4.149531 0.0826 -0.0430 0.0370 0.000
H 1.668607 -2.386409 5.386962 -0.0105 0.0196 -0.0121 0.000
H 0.423491 -1.149120 5.206802 0.0177 0.0084 0.0076 0.000
H 1.891260 -0.808791 6.137211 0.0027 -0.0196 -0.0176 0.000
H 0.999657 -5.284010 3.801109 -0.0046 -0.0100 -0.0260 0.000
H 0.708075 -6.771811 2.900955 -0.0011 0.0186 0.0023 0.000
H -0.472410 -5.454591 2.839953 0.0232 -0.0040 0.0002 0.000
H 3.268202 -5.062574 2.619791 -0.0128 -0.0050 -0.0235 0.000
H 3.342417 -5.057460 0.853611 -0.0099 -0.0112 0.0167 0.000
H 2.942380 -6.546578 1.721786 -0.0046 0.0237 0.0083 0.000
H -0.347468 -5.590078 0.303261 0.0289 0.0002 0.0004 0.000
H 0.867902 -6.858177 0.454335 -0.0110 0.0123 0.0026 0.000
H 1.217934 -5.435528 -0.521122 -0.0029 -0.0089 0.0190 0.000
H -3.003165 -1.216414 -4.637188 0.0140 0.0065 0.0076 0.006
H -0.382845 2.550648 -4.062851 -0.0507 -0.0033 -0.0130 0.000
H -1.781618 2.890685 -3.040198 -0.0080 -0.0046 -0.0590 0.000
H -1.806067 3.344620 -4.753617 0.0056 0.0147 -0.0164 0.000
H -0.508641 0.736383 -5.844614 -0.0119 0.0116 -0.0022 0.000
H -1.807997 1.712876 -6.544531 0.0013 -0.0113 0.0098 0.000
H -2.059299 -0.007223 -6.243511 0.0049 0.0144 0.0156 0.000
H -4.009024 1.660785 -3.488469 0.0088 0.0138 -0.0168 0.000
H -4.148770 0.582873 -4.879213 0.0225 0.0018 0.0086 0.000
H -3.862184 2.302301 -5.132640 0.0004 -0.0154 0.0033 0.000
C 1.408106 4.518385 1.307439 -0.1277 -0.0115 0.0414 0.000
P 1.197182 3.478702 -0.168038 0.3274 0.1611 -0.1434 0.010
C 0.392710 4.576512 -1.368445 -0.0945 0.0017 0.0294 0.001
C 2.932915 3.369749 -0.777234 -0.0178 -0.0549 -0.0517 0.001
C 3.101586 2.265003 -1.827502 -0.0422 0.0469 0.1200 0.001
P 2.467048 0.675938 -1.172143 0.2334 0.0959 -0.2908 -0.009
C 3.785543 0.009933 -0.123880 0.0026 -0.0017 0.0564 -0.003
C 2.432198 -0.418774 -2.612032 0.0127 -0.0465 0.0261 -0.005
H 2.064791 5.353212 1.058468 -0.0168 0.0398 0.0506 -0.001
H 1.853474 3.936229 2.114300 -0.0051 -0.0058 -0.0012 0.000
H 0.446859 4.911946 1.645364 0.0485 -0.0405 -0.0054 0.000
H 0.851417 5.565858 -1.340493 -0.0085 0.0029 -0.0545 0.000
H -0.670686 4.657319 -1.135336 0.0418 -0.0099 0.0008 0.000
H 0.475127 4.151681 -2.369065 -0.0066 -0.0126 0.0152 0.000
H 3.557251 3.159538 0.096007 0.0164 0.0101 -0.0003 0.000
H 3.237335 4.343018 -1.167406 0.0514 0.0066 0.0000 -0.001
H 4.143304 2.165845 -2.137547 0.0120 0.0135 -0.0300 -0.001
H 2.506090 2.482752 -2.718341 0.0045 0.0193 -0.0100 0.000
H 4.730158 0.004260 -0.669107 0.0238 -0.0340 0.0353 -0.001
H 3.525392 -1.009575 0.166657 -0.0073 0.0073 0.0126 0.000
H 3.885028 0.600166 0.787472 -0.0032 0.0135 -0.0157 0.000
H 3.413434 -0.443012 -3.087820 -0.0115 -0.0238 -0.0235 -0.002
H 1.684380 -0.063659 -3.320154 0.0026 0.0134 0.0026 0.000
H 2.159949 -1.426770 -2.296792 0.0059 0.0019 0.0043 0.000
N -0.771363 2.271313 2.794098 -0.1636 0.1839 -0.0302 0.003
C -1.718222 2.586619 1.925555 0.0640 -0.0646 0.2871 0.005
S -1.998850 1.630428 0.526775 0.1523 0.3155 0.0345 0.012
N -2.487393 3.674762 2.141974 -0.0285 0.0560 -0.2765 0.001
C -2.166370 4.765224 3.009798 -0.0317 -0.1789 0.0428 0.000
C -2.010704 6.030009 2.456929 0.0228 0.0579 0.0035 0.000
C -1.665798 7.098775 3.270377 -0.0031 -0.0075 0.0287 0.000
C -1.471718 6.908460 4.633386 -0.0084 -0.0096 -0.0632 0.000
C -1.660840 5.650297 5.184761 -0.0174 -0.0142 -0.0263 0.000
C -2.019958 4.577402 4.377993 -0.0739 -0.0008 0.0842 0.000
H -0.149799 1.492613 2.560370 0.1179 -0.0528 -0.0872 0.002
H -0.566941 2.861246 3.584294 -0.0363 0.0666 -0.0023 0.000
H -3.099153 3.876363 1.363886 -0.0332 0.0377 0.0715 0.000
H -2.165865 6.175244 1.393639 0.0370 -0.0049 0.0119 0.000
H -1.544562 8.082357 2.836196 -0.0070 -0.0032 0.0079 0.000
H -1.191033 7.741273 5.264074 -0.0229 -0.0052 -0.0112 0.000
H -1.556005 5.502757 6.251703 0.0192 -0.0042 -0.0218 0.000
H -2.234624 3.612427 4.822182 0.0351 -0.0027 -0.0403 0.000
```
Forces are in eV/Å.

***

ORCA calculation (ωB97M-V/def2-TZVPD) on a structure of composition C5H8HoNaO5 in a non-equilibrium geometry.

The calculation puts the molar mass at 336.03 g/mol. Its spin multiplicity is 5. As for the total charge: +2. The energy above the lowest of the compared OMol25 structures with the same formula, charge and spin is 115.9 kJ/mol. The calculation puts the largest force on an atom at 5.19 eV/A. Its expectation value of S² is 6.004. For the HOMO energy (alpha / beta), the calculation gives -0.634 / -0.636 Ha. The calculation puts the total energy at -1681.35080 a.u.

Geometry as XYZ:
```
20
Properties=species:S:1:pos:R:3:forces:R:3:lowdin_spin:R:1
C 1.899251 0.361962 1.227132 3.0974 3.7001 -1.8976 0.000
O 3.057489 -0.040299 1.238903 -3.1490 -0.2954 1.3866 0.000
O 1.259683 0.884976 0.266958 -0.1818 -2.3625 0.7145 -0.004
Na 4.978740 -0.950208 1.425390 0.3860 -0.1773 -0.0501 0.000
O 1.420370 1.521645 2.488945 0.6345 -0.7265 0.2970 -0.004
C 1.172052 0.904304 3.742261 0.6884 -1.9054 0.0997 0.000
C 0.082719 -0.119358 3.440151 2.4915 -0.3587 -1.4729 0.000
O -0.907347 0.620861 2.858096 -0.0743 1.2659 -0.9620 -0.003
C -2.221286 0.147156 2.514191 -0.3064 -0.4961 -0.2241 0.000
C -2.911555 1.374034 1.913242 -1.8018 -0.8264 1.1220 0.001
O -2.116537 2.000456 0.966372 -1.0374 -0.4059 -0.1694 -0.009
Ho -0.219451 2.206771 1.135922 1.2981 1.2637 0.3345 4.021
H 0.896397 1.536989 4.600004 0.0155 0.4561 -0.7564 0.000
H 2.078002 0.344907 4.035125 -0.2665 0.3345 0.1130 0.000
H -0.253698 -0.678716 4.324202 0.1897 -0.5752 -0.7070 0.000
H 0.832585 -0.770205 2.381838 -2.2862 0.7214 2.7258 0.000
H -2.709658 -0.229492 3.423422 -0.0465 0.1197 -0.3586 0.000
H -2.097313 -0.656740 1.773476 -0.1448 0.1150 0.1860 0.000
H -3.167804 2.057241 2.749274 0.1144 -0.1267 -0.4614 0.000
H -3.869851 1.020403 1.486558 0.3794 0.2798 0.0801 0.000
```
Forces are in eV/Å.